1.
15
Properties=species:S:1:pos:R:3:forces:R:3 method="wB97M-V/def2-TZVPD" gap_ha="0.3008 / 0.2580" total_charge=-1 total_energy_ev=-12807.4154 e_above_lowest_ev=4.4444
O -2.283 1.911 1.625 -1.2 -0.3 0.9
O -0.430 2.322 0.460 0.4 0.0 -0.1
N -0.562 0.391 1.680 -1.1 -1.1 -0.1
N -0.325 -1.107 -0.443 -1.4 -1.6 2.1
N 0.667 0.288 1.693 0.9 0.6 1.2
C 1.512 -0.348 1.051 -1.9 -0.4 -2.3
C 1.028 -1.091 -0.303 0.2 0.7 1.4
C -0.894 -0.352 -1.452 2.8 -1.7 -3.7
C -1.157 1.680 1.240 1.0 1.1 -1.4
H -0.726 -1.042 -2.479 -0.7 1.5 1.9
H -0.416 0.577 -1.713 0.6 0.7 0.1
H 1.422 -0.585 -1.135 1.6 0.9 -1.2
H -1.892 -0.166 -1.358 -2.7 0.2 0.5
H 2.515 -0.443 1.274 1.9 0.1 0.8
H 1.540 -2.035 -0.142 -0.3 -0.7 -0.2


2.
15
Properties=species:S:1:pos:R:3:forces:R:3 method="wB97M-V/def2-TZVPD" gap_ha=0.3395 total_charge=+1 total_energy_ev=-12798.8657 e_above_lowest_ev=5.8482
O 2.283 -1.050 -1.023 -0.4 -1.6 -0.6
O -1.878 -0.939 0.720 0.7 1.0 -0.4
N 1.376 1.082 -0.292 2.5 -0.4 -0.9
N -2.547 0.704 -0.611 -4.3 -1.0 0.2
N -1.250 0.832 -0.479 2.7 -1.4 1.4
C 1.241 -0.006 0.682 -5.3 0.9 -0.2
C -0.896 -0.143 0.303 3.9 0.7 0.6
C -2.945 -0.324 0.107 -0.7 0.0 -0.4
C 1.616 -1.251 -0.040 1.6 1.2 0.8
H 1.608 0.593 -1.220 0.8 0.3 1.3
H 0.492 1.446 -0.614 -1.6 1.4 0.7
H 2.162 1.739 -0.068 -1.2 -0.3 -0.4
H -3.942 -0.812 0.314 1.3 1.0 -0.6
H 1.362 -2.165 0.453 -0.1 -1.1 -0.1
H 1.319 0.294 1.767 0.1 -0.7 -1.4


3.
14
Properties=species:S:1:pos:R:3:forces:R:3 method="wB97M-V/def2-TZVPD" gap_ha=0.3261 total_energy_ev=-10202.9051 e_above_lowest_ev=3.0346
N 1.931 0.605 0.798 -0.5 -1.9 0.1
N -1.570 -0.067 1.220 0.5 0.0 1.1
N 0.595 0.303 0.419 1.0 0.3 1.0
N -1.958 -0.529 -0.022 0.4 0.2 -0.2
C -0.331 0.256 1.412 -1.1 -0.1 -0.9
C 0.300 -0.097 -0.865 0.1 -0.2 -0.6
C 1.214 -0.090 -1.858 -1.0 -0.2 0.3
C -1.083 -0.544 -0.953 -0.7 -0.3 -1.7
H 2.485 -0.212 0.472 -0.3 0.5 0.5
H 0.000 0.551 2.392 0.1 0.1 0.1
H 2.181 0.284 -1.600 0.5 0.0 -0.5
H -1.444 -0.899 -1.958 0.5 0.3 1.1
H 2.246 1.348 0.225 0.3 1.1 -0.6
H 0.941 -0.412 -2.864 0.3 0.2 0.4


4.
14
Properties=species:S:1:pos:R:3:forces:R:3 method="wB97M-V/def2-TZVPD" gap_ha=0.3865 total_energy_ev=-10204.6951 e_above_lowest_ev=1.2445
N -0.625 -1.178 -0.267 -1.4 1.1 0.5
N -0.001 -0.021 -0.121 2.9 2.6 0.1
N 2.148 1.111 -0.232 1.3 0.3 0.5
N 1.961 -1.168 0.314 -2.9 -2.0 -1.7
C 1.486 0.083 -0.012 -2.0 -1.7 -0.7
C -1.893 -0.804 -0.110 -0.9 -1.0 0.0
C -0.819 1.063 0.065 0.1 -0.1 1.1
C -2.091 0.583 0.137 1.1 -1.5 -0.7
H 1.672 1.976 -0.385 -0.6 0.2 -0.2
H -0.527 2.061 0.402 0.5 -0.6 -0.6
H -2.969 1.133 0.344 -0.7 0.2 0.1
H 2.931 -1.288 0.209 1.2 0.0 -0.2
H 1.344 -1.959 -0.209 1.9 2.4 1.9
H -2.617 -1.594 -0.135 -0.4 -0.1 -0.1


5.
14
Properties=species:S:1:pos:R:3:forces:R:3 method="wB97M-V/def2-TZVPD" gap_ha=0.2971 total_energy_ev=-10201.4292 e_above_lowest_ev=4.5105
N -0.473 -0.281 -1.962 1.1 -3.2 -0.3
N 1.263 -0.504 1.152 1.6 -2.0 1.3
N 0.867 0.377 1.960 0.3 -0.7 -1.4
N -1.116 0.645 -1.129 1.0 1.6 0.8
C 0.468 -0.691 0.045 -0.9 1.2 -1.5
C -0.726 0.214 0.240 -0.4 -0.7 -1.2
C -0.215 1.128 1.314 -1.5 0.5 -0.1
C 0.362 -1.167 -1.249 0.4 0.7 1.5
H -0.524 1.461 -1.322 -0.6 0.5 0.2
H -1.025 -0.790 -2.620 -1.0 0.2 -0.4
H -1.004 1.417 2.018 0.5 0.2 0.0
H 0.292 1.996 0.873 -0.3 0.3 0.1
H 0.628 -2.136 -1.701 0.5 1.0 0.0
H -1.484 -0.511 0.506 -0.8 0.3 1.0


6.
15
Properties=species:S:1:pos:R:3:forces:R:3 method="wB97M-V/def2-TZVPD" gap_ha=0.3358 total_energy_ev=-12248.6444 e_above_lowest_ev=4.3340
O 2.644 -0.562 -0.093 0.8 -3.1 1.3
N -0.826 -0.393 -0.026 0.3 -1.0 -0.6
N -2.821 0.562 0.102 -3.0 1.2 0.7
N 1.297 2.337 0.138 -2.0 -6.4 -1.6
N 1.354 -1.154 0.205 -0.5 2.6 -2.0
C 0.928 1.205 -0.105 2.6 5.5 1.2
C -1.240 -1.760 -0.023 -4.8 -2.4 1.5
C 0.482 -0.210 -0.119 3.6 -0.3 2.1
C -1.620 0.730 -0.087 2.4 1.3 -1.2
H -0.925 1.654 -0.407 -2.4 -1.6 1.0
H -2.414 -1.817 -0.399 3.0 0.5 1.1
H -1.304 -2.315 1.123 0.6 1.7 -3.4
H -3.347 1.442 0.115 0.2 -0.4 -0.3
H 3.226 -1.363 0.153 -1.1 2.1 -0.6
H -0.710 -2.362 -0.778 0.3 0.3 0.8


7.
16
Properties=species:S:1:pos:R:3:forces:R:3 method="wB97M-V/def2-TZVPD" gap_ha=0.4074 total_energy_ev=-14298.2267 e_above_lowest_ev=4.3197
O -1.097 -0.915 0.342 -1.1 -0.9 -0.4
O 0.968 -1.415 1.042 2.4 -3.6 0.9
N -1.140 2.004 -0.473 -0.1 0.6 -1.5
N -0.295 2.176 -2.547 -2.1 -0.7 0.3
N 0.034 1.401 -0.637 -2.1 -0.1 0.8
N 0.463 1.393 -1.842 1.9 0.7 -0.9
C 0.040 -0.671 0.581 -0.5 2.0 -0.4
C 0.608 0.726 0.491 -2.6 0.5 -0.2
C -1.368 2.450 -1.719 0.9 1.4 0.8
C 0.657 -2.856 1.242 -4.5 2.7 -2.1
H 0.506 -2.957 2.272 -0.8 -0.3 1.4
H -2.168 3.203 -1.920 0.8 -1.2 -0.1
H -0.310 -3.009 0.549 2.1 -0.1 2.0
H 1.403 -3.496 0.988 2.6 -1.2 -1.3
H 0.057 1.266 1.312 1.7 -0.4 -0.2
H 1.643 0.701 0.320 1.4 0.3 0.7


8.
16
Properties=species:S:1:pos:R:3:forces:R:3 method="wB97M-V/def2-TZVPD" gap_ha=0.3717 total_energy_ev=-13182.5978 e_above_lowest_ev=0.4812
N -2.993 -2.617 0.594 0.6 0.1 -0.4
N -2.039 -2.209 1.012 -3.4 -1.3 -0.7
N -0.739 -0.340 0.035 -0.9 -0.9 1.1
N 2.450 1.839 1.829 -0.5 0.1 -0.4
N -0.379 0.635 -2.067 1.4 -0.3 0.6
N -1.125 -1.849 1.708 2.6 0.6 1.5
C -0.357 -0.828 1.133 -0.4 -0.3 0.3
C -0.072 0.714 -0.605 0.7 -2.0 -1.4
C 1.439 0.617 -0.289 0.4 0.1 1.6
C 1.917 1.419 0.897 0.0 -0.7 -0.4
H 1.869 1.080 -1.144 1.1 -0.3 -0.8
H 0.494 -0.608 1.791 -0.2 0.3 -0.4
H -0.450 1.614 -0.218 -0.5 1.5 0.2
H -1.118 1.248 -2.273 -1.0 1.0 -0.3
H 1.788 -0.441 0.031 -0.5 1.6 -1.5
H -0.686 -0.274 -2.435 0.5 0.3 0.9


9.
12
Properties=species:S:1:pos:R:3:forces:R:3 method="wB97M-V/def2-TZVPD" gap_ha=0.3376 total_charge=+1 total_energy_ev=-7770.2849 e_above_lowest_ev=4.6123
O 1.065 -0.369 -0.874 -0.9 -1.1 0.0
N -0.922 0.482 -1.549 2.0 -4.9 0.2
C -0.615 0.674 -0.115 -0.2 -0.9 0.7
C 0.406 0.847 -1.283 2.3 3.5 -0.5
C 0.382 -0.319 0.251 -0.3 0.6 -0.4
C 0.862 -0.827 1.526 -4.4 1.8 0.8
H -1.331 1.329 0.339 0.3 0.1 0.9
H 1.127 0.038 2.118 0.2 0.5 0.3
H -0.153 -1.149 2.047 2.5 -0.3 -0.7
H 1.714 -1.393 1.413 1.4 -2.0 0.0
H -1.502 1.124 -1.915 -2.4 3.2 -1.6
H -1.033 -0.438 -1.959 -0.6 -0.6 0.2


10.
12
Properties=species:S:1:pos:R:3:forces:R:3 method="wB97M-V/def2-TZVPD" gap_ha=0.3695 total_charge=+1 total_energy_ev=-7773.9813 e_above_lowest_ev=0.9159
O -1.810 -0.227 -0.463 -1.0 0.1 0.6
N 0.374 -0.291 -1.054 0.6 0.2 0.5
C 0.289 0.098 0.171 2.6 0.5 1.5
C -0.901 -0.524 -1.534 0.0 -0.4 -1.4
C -1.114 0.133 0.529 0.2 -0.1 -0.3
C 1.539 0.428 1.141 -2.3 -0.6 -1.8
H -1.586 0.404 1.464 -0.2 0.0 0.0
H 1.260 1.236 1.804 0.1 0.1 0.1
H 2.381 0.689 0.513 0.1 0.1 0.0
H 1.759 -0.473 1.706 0.0 -0.1 0.1
H -1.149 0.094 -2.412 0.0 0.1 0.4
H -1.044 -1.566 -1.865 -0.1 0.2 0.4


11.
12
Properties=species:S:1:pos:R:3:forces:R:3 method="wB97M-V/def2-TZVPD" gap_ha=0.2823 total_charge=+1 total_energy_ev=-7771.2066 e_above_lowest_ev=3.6906
O -2.405 -0.009 1.506 1.2 -2.7 -2.5
N -0.312 -0.235 0.057 -0.8 -0.3 0.3
C -1.572 0.911 1.589 0.9 0.7 0.0
C -1.216 -1.116 0.036 -1.8 2.6 2.7
C 0.850 -0.401 -0.818 1.2 -0.3 -1.1
C -0.409 0.883 0.836 -0.1 0.6 0.5
H 0.361 1.629 0.824 0.2 -0.1 -0.1
H -1.760 1.737 2.276 -0.1 0.0 0.0
H 1.149 -1.448 -0.853 -0.1 0.1 0.1
H 1.680 0.201 -0.454 -0.2 -0.1 0.2
H 0.601 -0.076 -1.829 -0.2 0.0 0.2
H -1.659 -2.049 -0.201 -0.2 -0.6 -0.2


12.
13
Properties=species:S:1:pos:R:3:forces:R:3 method="wB97M-V/def2-TZVPD" gap_ha=0.4113 total_charge=+1 total_energy_ev=-9818.4168 e_above_lowest_ev=4.1842
O 0.558 1.509 0.600 -0.5 -1.5 -0.7
O -0.288 -0.532 -0.279 0.7 -0.2 1.2
N -0.110 2.480 -0.324 -2.0 -3.4 -1.1
C -1.065 -0.073 -1.384 2.5 4.3 1.0
C 0.395 0.200 0.528 2.2 1.5 0.5
C 1.274 -0.443 1.549 -1.7 -1.8 0.4
C -0.890 1.782 -1.083 -1.3 0.2 -3.2
H 1.536 0.180 2.348 -0.6 1.6 1.2
H -1.537 2.408 -1.855 1.5 -1.2 1.8
H 0.749 -1.323 1.963 0.3 0.3 -0.3
H -2.048 -0.422 -1.291 -1.5 0.0 0.4
H 2.280 -0.738 1.345 0.5 -0.5 -1.7
H -0.597 -0.502 -2.291 -0.1 1.0 0.3


13.
13
Properties=species:S:1:pos:R:3:forces:R:3 method="wB97M-V/def2-TZVPD" gap_ha=0.3189 total_charge=+1 total_energy_ev=-9819.4520 e_above_lowest_ev=3.1490
O -1.756 1.317 -0.388 -1.4 1.4 1.6
O 0.574 -1.637 -2.769 -0.7 -0.1 -0.2
N 1.000 -0.725 -0.212 -0.7 2.1 3.2
C 0.002 0.316 1.092 0.7 0.0 -3.6
C -0.086 -0.354 -1.029 -3.8 -0.2 0.2
C -0.338 -1.002 -2.284 0.8 0.0 -1.0
C -0.851 0.425 -0.233 3.3 -0.8 1.9
H -1.358 -0.866 -2.702 0.4 -0.2 -0.2
H 1.733 -0.161 -0.640 1.2 -0.8 1.0
H 0.628 1.167 1.288 0.5 0.4 -0.2
H -0.380 -0.039 2.040 0.1 -1.3 -0.2
H 1.177 -1.649 0.184 0.2 0.0 -0.8
H -1.814 1.798 0.497 -0.6 -0.4 -1.8


14.
14
Properties=species:S:1:pos:R:3:forces:R:3 method="wB97M-V/def2-TZVPD" gap_ha="0.3555 / 0.1453" total_energy_ev=-11869.4237 e_above_lowest_ev=7.0521 multiplicity=2
O -2.701 2.872 -1.615 0.4 -2.2 1.3
O -1.586 1.206 -0.705 -3.0 -0.5 -1.1
O -3.768 1.082 -1.017 2.5 0.4 0.4
N -2.694 1.727 -1.098 -1.0 2.1 -1.6
C 0.003 0.766 0.709 1.6 -0.7 1.1
C 1.121 0.019 0.432 -0.2 1.8 -0.3
C 2.107 -2.144 0.092 -0.7 0.7 0.3
C 1.031 -1.391 0.465 0.9 -1.7 0.3
H -0.049 1.843 0.768 0.3 -0.1 0.1
H 2.108 0.443 0.143 -1.0 -0.1 0.1
H 0.101 -1.793 0.893 0.4 -0.2 -0.5
H 3.004 -1.588 -0.181 -0.1 -0.3 -0.1
H -0.846 0.186 1.051 0.0 0.4 0.0
H 2.170 -3.229 0.065 -0.3 0.2 0.1


15.
14
Properties=species:S:1:pos:R:3:forces:R:3 method="wB97M-V/def2-TZVPD" gap_ha=0.3789 total_charge=+1 total_energy_ev=-11868.7888 e_above_lowest_ev=1.7010
O 0.281 0.546 -2.054 1.5 1.3 -1.6
O -1.046 2.203 -0.206 -0.2 0.4 0.2
O -1.109 -0.796 -1.086 -1.9 0.2 2.0
N 0.899 -0.893 0.240 3.3 0.0 -1.9
C 0.445 -0.474 1.506 -0.8 -0.3 2.3
C -0.648 1.149 0.167 1.0 -1.1 0.9
C -0.220 0.138 -0.945 -1.4 0.1 1.2
C -0.393 0.542 1.553 -0.8 1.3 -2.3
H 0.974 -1.937 0.130 -0.5 1.3 0.1
H -0.986 -1.355 -1.812 0.3 -1.2 -2.2
H 1.856 -0.539 -0.078 -1.3 -0.5 1.1
H 0.590 -1.001 2.481 0.5 -0.1 -1.3
H 0.287 1.523 -2.308 0.0 -1.4 1.2
H -0.931 0.893 2.412 0.2 0.2 0.3


16.
16
Properties=species:S:1:pos:R:3:forces:R:3 method="wB97M-V/def2-TZVPD" gap_ha=0.3696 total_energy_ev=-23214.7064 e_above_lowest_ev=0.0000
P -1.280 -0.039 -1.871 0.3 -1.3 -1.7
O -1.380 1.352 -1.495 -2.4 1.2 -0.9
O -0.099 -0.519 -2.852 -0.5 0.1 -0.7
O -1.091 -1.121 -0.568 -1.8 0.0 -1.6
O 2.213 1.737 0.357 -0.6 -0.5 -0.4
N 0.378 0.469 -0.380 3.1 -0.2 0.7
C -0.244 -0.473 0.179 0.7 -0.4 1.6
C 1.306 0.969 0.550 0.1 0.9 1.1
C 0.961 0.413 1.946 -1.1 1.2 -0.2
C -0.012 -0.778 1.622 2.5 2.1 -0.5
H 0.404 1.240 2.504 0.8 -1.1 -0.7
H 1.936 0.294 2.403 -0.2 -0.7 0.5
H -2.355 -0.620 -2.623 0.2 0.3 1.0
H -0.377 -0.465 -3.795 0.3 -0.1 0.9
H -0.847 -0.778 2.225 -2.1 0.1 1.0
H 0.487 -1.681 1.797 0.7 -1.6 -0.1


17.
14
Properties=species:S:1:pos:R:3:forces:R:3 method="wB97M-V/def2-TZVPD" gap_ha="0.2553 / 0.2554" total_charge=+1 total_energy_ev=-29442.9827 e_above_lowest_ev=1.9967
S -1.664 0.209 0.463 -1.3 0.7 1.0
S -2.367 -1.695 0.072 -0.1 -1.2 -0.3
O 2.947 -0.528 0.170 0.2 -1.0 -0.1
N 0.772 -0.332 0.042 -0.9 -1.8 -0.2
C 1.322 0.894 -0.138 2.7 -3.0 0.7
C 2.659 0.741 -0.062 -0.5 2.8 -0.1
C 1.748 -1.171 0.186 0.8 -0.4 0.1
C -2.902 1.011 -0.253 -0.5 -0.8 -1.3
H 0.771 1.680 -0.379 -2.1 3.4 -0.7
H -1.754 -2.612 0.934 0.1 1.5 -0.5
H -3.300 2.068 -0.087 1.4 -1.3 -0.2
H 3.329 1.605 -0.099 0.6 -1.2 0.0
H 1.823 -2.282 0.251 -0.5 1.3 0.1
H -3.384 0.414 -1.099 0.1 1.0 1.4


18.
12
Properties=species:S:1:pos:R:3:forces:R:3 method="wB97M-V/def2-TZVPD" gap_ha="0.3225 / 0.2418" total_charge=+1 total_energy_ev=-16559.1286 e_above_lowest_ev=3.4430
S -1.415 -1.267 0.089 0.6 2.0 0.3
N 0.414 0.963 -0.033 1.2 -0.1 0.4
C -1.897 0.506 -0.012 0.2 -0.2 2.1
C 1.876 -1.086 -0.051 2.0 -3.8 3.7
C -0.757 1.529 0.076 -0.9 0.6 -0.8
C 0.830 -0.172 0.007 -1.8 0.5 -0.1
H -2.192 0.389 -1.043 -0.8 0.6 -0.8
H -0.789 2.669 0.004 -0.4 -1.9 0.3
H 1.964 -1.719 -0.907 0.1 0.1 -1.0
H 2.812 -0.672 0.332 0.1 0.7 -0.9
H 1.886 -1.952 0.837 -1.0 2.1 -1.9
H -2.733 0.811 0.702 0.8 -0.6 -1.3


19.
14
Properties=species:S:1:pos:R:3:forces:R:3 method="wB97M-V/def2-TZVPD" gap_ha="0.2996 / 0.3108" total_charge=+1 total_energy_ev=-51418.1719 e_above_lowest_ev=0.0000 multiplicity=4
Ni -0.397 -2.228 1.560 0.1 0.4 0.6
O 0.486 0.695 0.406 0.3 0.4 -0.5
O -0.209 -1.376 -0.170 -0.1 -0.6 -0.6
O 0.044 0.281 -1.656 0.5 0.2 0.6
C -0.442 1.434 2.452 -2.4 -0.1 -2.2
C 0.083 -0.226 -0.473 0.4 1.1 0.1
C 0.260 -0.586 -2.784 -0.2 -0.6 -0.6
C 0.174 0.476 1.716 0.1 0.0 4.6
H -0.837 2.318 1.947 0.2 0.3 0.4
H 1.066 -1.292 -2.555 -0.2 0.2 -0.1
H 0.814 0.402 2.788 0.4 -1.4 -2.7
H 0.547 0.077 -3.603 -0.1 -0.2 0.2
H -0.918 1.142 3.391 0.9 0.3 0.2
H -0.669 -1.117 -3.019 0.3 0.1 0.0